i.
19
Properties=species:S:1:pos:R:3 method="wB97M-V/def2-TZVPD" lumo_energy_ev=1.0
C -2.371 -0.056 -0.081
C -0.989 0.387 0.327
C -0.005 0.459 -0.940
C 1.471 0.533 -0.493
C 2.053 -0.815 -0.020
N -0.497 -0.479 1.758
H -2.397 -0.995 -0.615
H -2.865 0.778 -0.777
H -3.109 -0.163 0.714
H -0.948 1.346 0.833
H -0.320 1.381 -1.423
H -0.096 -0.479 -1.516
H 1.508 1.297 0.279
H 2.095 0.970 -1.267
H 3.014 -0.629 0.464
H 2.056 -1.629 -0.737
H 1.542 -1.250 0.858
H 0.297 0.125 1.938
H -0.440 -0.780 0.698

=====

ii.
19
Properties=species:S:1:pos:R:3 method="wB97M-V/def2-TZVPD" smiles=CCCNCC lumo_energy_ev=1.2
C -0.123 -1.993 1.375
C 1.254 -1.466 0.882
C 1.079 -0.546 -0.311
N 0.180 0.567 -0.032
C -0.523 1.110 -1.174
C -1.440 2.235 -0.766
H -0.494 -1.226 2.051
H -0.060 -2.939 1.908
H -0.868 -2.032 0.590
H 1.631 -0.829 1.676
H 1.913 -2.297 0.665
H 0.730 -1.062 -1.208
H 2.049 -0.126 -0.623
H 0.640 1.290 0.503
H 0.192 1.420 -1.962
H -1.076 0.314 -1.676
H -2.181 1.852 -0.057
H -0.947 3.049 -0.226
H -1.955 2.678 -1.616

=====

iii.
19
Properties=species:S:1:pos:R:3 method="wB97M-V/def2-TZVPD" smiles="C=CC.CCN" lumo_energy_ev=1.1
C 2.051 0.636 -0.094
C 0.986 0.815 -0.889
C 0.563 2.066 -1.571
H 2.080 -0.086 0.713
H 2.943 1.251 -0.218
H 0.471 -0.119 -1.071
H 0.035 2.751 -0.903
H 1.326 2.670 -2.069
H -0.164 1.796 -2.343
C -1.951 -0.731 -0.024
C -1.116 -0.790 1.246
N -0.098 -1.842 1.335
H -2.712 -1.499 0.013
H -2.441 0.217 -0.239
H -1.333 -0.987 -0.886
H -0.572 0.130 1.437
H -1.807 -0.844 2.092
H -0.454 -2.632 1.853
H 0.133 -2.241 0.429

=====

iv.
19
Properties=species:S:1:pos:R:3 method="wB97M-V/def2-TZVPD" smiles="C=CC.CNC" lumo_energy_ev=1.1
C 1.598 2.331 -2.335
C 2.157 1.224 -1.851
C 1.429 0.013 -1.359
H 2.198 3.163 -2.674
H 0.525 2.498 -2.385
H 3.212 1.322 -1.608
H 1.934 -0.934 -1.569
H 0.470 -0.065 -1.869
H 1.458 0.045 -0.261
C -1.076 -0.592 2.693
N -2.126 -0.699 1.690
C -1.703 -1.254 0.415
H -1.392 0.068 3.495
H -0.203 -0.083 2.273
H -0.779 -1.560 3.114
H -2.871 -1.244 2.098
H -0.636 -1.373 0.282
H -2.117 -2.255 0.238
H -2.079 -0.606 -0.386

=====

Winner for stability: ii